Entry 1:
{"formula": "C37H41GaN5O4Te", "method": "ωB97M-V/def2-TZVPD", "e_above_lowest_kcal_mol": 21.0, "energy_ev": -114339.189, "multiplicity": 2, "orbital_gap_ev": [1.9, 3.8], "s2": 0.79, "e_lumo_ev": [-1.49, -1.46], "elements": ["Ga", "O", "C", "C", "C", "C", "C", "C", "C", "O", "N", "N", "C", "C", "C", "C", "C", "C", "C", "O", "H", "H", "H", "H", "H", "H", "H", "H", "H", "H", "C", "C", "O", "N", "Te", "C", "C", "C", "C", "C", "C", "C", "C", "C", "C", "C", "C", "C", "C", "C", "C", "C", "C", "H", "H", "H", "H", "H", "H", "H", "H", "H", "H", "H", "H", "H", "H", "H", "H", "H", "H", "H", "H", "H", "H", "H", "H", "H", "C", "N", "C", "C", "N", "H", "H", "H", "H", "H", "H"], "positions_angstrom": [[14.346902, 13.146977, 12.044154], [10.538483, 12.336081, 9.632211], [11.097566, 12.092415, 8.429047], [10.250204, 11.875838, 7.331683], [10.791779, 11.859420, 6.052899], [12.167022, 11.970551, 5.907135], [13.033469, 12.154828, 6.929284], [12.491467, 12.264801, 8.222570], [13.323978, 12.706203, 9.347439], [12.776890, 12.806506, 10.565703], [14.593940, 12.998029, 9.111380], [15.191188, 13.505537, 10.222532], [16.143625, 14.400852, 10.193932], [16.154208, 15.583841, 10.900519], [17.033438, 16.681514, 10.504480], [17.048392, 17.855672, 11.216438], [16.101156, 18.052011, 12.272534], [15.172335, 17.114905, 12.558911], [15.111749, 15.865208, 11.890535], [14.072775, 15.072518, 12.154387], [11.348384, 12.609090, 10.265592], [9.219722, 11.693076, 7.574089], [10.163790, 11.669014, 5.168238], [12.563105, 11.816020, 4.893490], [14.050858, 12.483757, 6.789070], [16.935427, 14.245270, 9.499159], [17.685382, 16.568756, 9.674554], [17.840322, 18.543009, 10.982815], [15.942259, 18.985271, 12.822681], [14.415996, 17.313468, 13.372281], [15.619705, 13.013000, 15.807074], [15.058693, 12.980509, 14.392258], [15.862360, 13.219499, 13.388592], [13.727652, 12.786907, 14.044885], [12.168891, 12.879557, 15.607449], [10.439836, 13.289394, 14.314616], [9.660354, 14.433114, 14.517189], [9.883592, 15.479320, 15.573181], [8.536030, 14.657878, 13.689318], [8.226173, 13.870161, 12.600373], [7.243574, 14.273295, 11.539229], [8.960315, 12.625401, 12.492913], [10.064750, 12.358895, 13.285092], [10.888956, 11.120384, 13.024370], [11.745497, 10.859694, 16.176633], [12.295998, 9.658281, 15.665988], [13.401181, 9.593804, 14.648853], [11.871724, 8.425481, 16.136079], [10.786768, 8.342573, 17.005316], [10.278858, 6.974017, 17.420253], [10.201398, 9.549693, 17.393014], [10.671160, 10.813910, 17.076843], [10.018535, 12.005245, 17.751102], [16.707127, 13.282049, 15.680131], [15.518741, 12.049410, 16.268391], [15.126281, 13.773176, 16.338663], [9.242764, 15.247975, 16.473320], [9.563863, 16.408512, 15.111369], [10.892669, 15.577184, 15.914528], [7.997791, 15.572098, 13.840756], [6.181931, 14.042163, 11.802794], [7.403933, 13.754077, 10.577902], [7.311007, 15.366790, 11.449980], [8.697385, 11.919873, 11.680777], [10.581688, 10.814069, 12.021300], [10.546692, 10.271514, 13.710817], [11.949067, 11.272242, 13.123638], [12.996373, 9.393504, 13.655002], [14.085894, 8.794421, 14.887742], [13.999381, 10.550909, 14.669094], [12.284889, 7.470369, 15.694145], [9.831046, 7.081261, 18.458012], [11.095370, 6.258637, 17.423301], [9.455561, 6.630547, 16.747743], [9.391990, 9.474260, 18.120807], [9.167079, 11.735262, 18.341254], [9.715709, 12.809797, 17.035729], [10.727899, 12.453827, 18.480032], [15.474955, 7.760761, 11.047403], [16.167757, 9.053147, 11.302341], [17.589795, 9.194407, 10.920837], [15.490774, 10.157593, 11.503377], [14.769890, 11.049446, 11.679725], [15.781098, 7.001718, 11.834047], [15.793920, 7.337164, 10.045544], [14.386807, 7.788814, 11.076036], [17.675666, 9.626004, 9.961580], [17.983730, 8.163573, 10.922691], [18.081775, 9.853790, 11.632111]], "atomic_forces_ev_per_a": [[-0.67, 2.11, -4.00], [0.64, -0.08, 1.01], [0.52, 0.79, -0.58], [0.71, -0.15, 0.19], [-0.62, -0.74, 0.33], [-0.05, -0.68, -2.58], [-0.49, 1.00, 1.65], [-0.45, -0.09, 0.28], [2.12, 0.04, 0.28], [0.36, 0.00, 0.87], [-1.32, -0.15, -0.06], [-2.29, -2.14, 2.90], [1.73, 0.52, -1.27], [-0.89, 1.73, 0.75], [-1.15, -0.89, 1.95], [-0.64, -0.27, 0.75], [1.20, 1.53, -0.67], [-1.70, -1.89, 0.64], [0.83, 1.23, -0.16], [0.01, -1.18, 0.75], [-0.86, -0.45, -0.92], [-0.44, 0.19, -0.26], [0.31, 0.17, 0.55], [-0.09, 0.41, 0.35], [0.25, -0.54, -0.04], [0.65, 0.13, -1.08], [0.55, -0.35, -0.57], [-0.12, 0.65, -0.02], [0.80, -0.06, -0.34], [0.73, -0.29, -1.06], [1.65, -0.16, -2.31], [-0.35, 0.80, -1.27], [-2.27, -1.32, 2.30], [0.88, 0.20, 1.76], [1.06, 0.02, -2.67], [-0.35, -0.45, -0.53], [-0.07, -0.43, 0.16], [-1.16, -0.52, 0.50], [0.87, -0.16, -0.32], [1.04, -2.25, 0.18], [-0.93, -0.02, 0.20], [-0.56, 1.15, -0.43], [0.67, 0.26, 0.92], [-2.07, -1.06, 0.42], [-0.21, -0.30, -0.46], [0.80, 0.40, -0.01], [0.68, 1.56, 0.22], [-0.67, -0.83, -0.33], [0.27, 0.00, -0.71], [-1.27, 0.99, 0.96], [-0.40, -0.84, 1.27], [-0.14, -0.39, -0.06], [1.15, 0.98, -0.45], [-1.16, -0.34, 0.39], [-0.09, -0.46, 0.40], [-0.64, 0.94, 0.96], [0.53, 0.41, -0.84], [0.07, 0.30, 0.46], [0.70, 0.06, 0.09], [-0.22, 0.42, 0.06], [0.76, 0.14, 0.12], [0.30, 0.45, 0.46], [-0.10, -0.36, -0.41], [0.34, 0.58, 0.50], [0.71, -0.16, -0.05], [0.55, 1.09, -0.70], [0.34, 0.07, -0.20], [0.13, 0.28, -0.04], [0.14, -0.33, 0.14], [-0.72, -1.15, -0.49], [-0.23, 1.30, 0.64], [0.55, -0.46, -1.15], [-0.10, -0.13, 0.05], [0.70, 0.20, 0.43], [-0.01, 0.14, -0.22], [-0.58, -0.34, 0.06], [0.10, -0.62, 0.48], [-0.25, -0.11, -0.46], [1.19, -1.22, -0.03], [-0.10, -0.36, -0.19], [-0.60, -1.08, 1.03], [-1.29, 0.01, -0.03], [0.70, -0.42, 0.45], [-0.17, 0.92, -0.83], [-0.39, 0.65, 1.06], [0.13, 0.63, -0.05], [0.12, 0.37, -1.25], [0.22, 0.68, 0.10], [0.16, -0.26, 0.11]]}


Entry 2:
{"formula": "C37H41N2O4S3W", "method": "ωB97M-V/def2-TZVPD", "e_above_lowest_kcal_mol": 5.0, "energy_ev": -84532.563, "multiplicity": 3, "orbital_gap_ev": [6.0, 5.6], "total_charge": 1, "s2": 2.11, "e_lumo_ev": [-3.01, -3.42], "elements": ["W", "C", "C", "O", "C", "C", "C", "C", "C", "C", "O", "H", "H", "H", "H", "H", "H", "H", "C", "C", "S", "C", "C", "S", "C", "C", "S", "H", "H", "H", "H", "H", "H", "H", "H", "H", "H", "H", "H", "O", "C", "O", "C", "C", "C", "C", "C", "C", "N", "C", "C", "C", "C", "C", "C", "N", "H", "H", "H", "H", "H", "H", "H", "H", "H", "H", "C", "C", "C", "C", "C", "C", "C", "C", "C", "C", "H", "H", "H", "H", "H", "H", "H", "H", "H", "H", "H", "H"], "positions_angstrom": [[-0.486873, -0.109921, 0.338302], [-1.444926, 3.325581, 3.046543], [-1.219782, 2.616326, 1.741131], [-0.741404, 1.456446, 1.828428], [-1.518467, 3.264686, 0.498912], [-2.137179, 4.540542, 0.497782], [-2.363749, 5.224484, -0.661324], [-1.954434, 4.655922, -1.881241], [-1.348977, 3.428265, -1.921658], [-1.127255, 2.690362, -0.740817], [-0.555260, 1.522018, -0.857525], [-1.106106, 2.692888, 3.862848], [-2.507729, 3.531368, 3.184486], [-0.918339, 4.279255, 3.071435], [-2.441163, 4.982518, 1.436545], [-2.844286, 6.192059, -0.642044], [-2.122447, 5.195447, -2.804665], [-1.035258, 2.981621, -2.855961], [0.701277, -0.388385, 4.384869], [1.535159, 0.411754, 3.392413], [1.714488, -0.071645, 1.653921], [2.259156, -1.796011, 1.674280], [1.219224, -2.833972, 2.088890], [-0.402119, -2.508578, 1.338178], [-1.596135, -2.894607, 2.646599], [-1.320631, -2.343081, 4.037917], [-1.078035, -0.552004, 4.051876], [0.797980, 0.128533, 5.340983], [1.118518, -1.380976, 4.538009], [2.559756, 0.454978, 3.767421], [1.179327, 1.438832, 3.323231], [3.145877, -1.874700, 2.304497], [2.575747, -1.969361, 0.644356], [1.103715, -2.879145, 3.167079], [1.551250, -3.814150, 1.748242], [-1.704792, -3.979608, 2.677042], [-2.526571, -2.482448, 2.251058], [-0.474303, -2.833125, 4.517091], [-2.187694, -2.556235, 4.663999], [3.635790, -5.761954, -3.631358], [3.840596, -4.717429, -2.801630], [4.919032, -4.525887, -2.319407], [2.660373, -3.838056, -2.521851], [1.351622, -4.304611, -2.498708], [0.327873, -3.446013, -2.140543], [0.578864, -2.104676, -1.842727], [1.893671, -1.610973, -1.910552], [2.911072, -2.507056, -2.220178], [-0.497070, -1.306441, -1.379871], [-1.704370, -1.437832, -1.959032], [-2.815424, -0.982262, -1.236756], [-4.170660, -1.103663, -1.635785], [-5.158248, -0.727590, -0.781957], [-4.818893, -0.211332, 0.495545], [-3.507561, -0.072374, 0.825916], [-2.498646, -0.433036, -0.020328], [2.764386, -5.707879, -4.041563], [1.122081, -5.346600, -2.689760], [-0.680831, -3.824590, -2.038434], [3.157640, -0.065118, -1.136960], [3.939002, -2.166129, -2.246238], [-1.811324, -1.900710, -2.932118], [-4.391549, -1.508732, -2.614079], [-6.196681, -0.821694, -1.068463], [-5.582987, 0.095292, 1.194762], [-3.197622, 0.343574, 1.777232], [1.172542, 0.461931, -3.917665], [2.453882, 0.595275, -3.091280], [2.654893, 2.080030, -2.756759], [2.251250, -0.153844, -1.741582], [3.679361, 0.037323, -3.806255], [4.941104, 0.191423, -3.226972], [6.071008, -0.367525, -3.799999], [5.966053, -1.095532, -4.978909], [4.725963, -1.242439, -5.574681], [3.593569, -0.680819, -4.993367], [0.330333, 0.850125, -3.340782], [0.955126, -0.575857, -4.175477], [1.250880, 1.031801, -4.845298], [1.729222, 2.496905, -2.352172], [2.926997, 2.644298, -3.649648], [3.441977, 2.226316, -2.015338], [1.461687, 0.395193, -1.231481], [5.046870, 0.749896, -2.303889], [7.034870, -0.237878, -3.325212], [6.845104, -1.540410, -5.425592], [4.632483, -1.800131, -6.497838], [2.638129, -0.818239, -5.480490]], "atomic_forces_ev_per_a": [[-0.67, -0.61, 0.44], [0.01, -0.01, 0.00], [0.04, -0.10, 0.15], [-0.32, 0.08, -0.36], [0.02, -0.02, -0.15], [0.04, -0.05, 0.04], [0.00, 0.01, -0.06], [-0.02, 0.02, 0.04], [0.00, -0.02, 0.00], [-0.16, 0.12, 0.06], [0.32, -0.20, 0.05], [0.00, 0.00, 0.00], [0.00, 0.01, 0.00], [-0.01, 0.01, 0.01], [0.00, -0.01, 0.00], [0.00, 0.00, -0.01], [0.00, 0.00, 0.00], [0.00, 0.01, 0.00], [-0.01, -0.02, -0.02], [0.16, 0.10, 0.02], [0.09, -0.15, -0.35], [0.02, -0.03, 0.09], [0.02, -0.01, 0.05], [0.07, 0.23, -0.25], [0.03, -0.03, -0.01], [-0.02, 0.05, -0.04], [0.01, -0.01, 0.02], [0.02, 0.00, 0.00], [0.00, 0.00, 0.00], [-0.01, 0.02, 0.05], [-0.01, -0.03, 0.01], [0.00, -0.02, 0.02], [-0.01, 0.00, 0.01], [0.03, 0.01, 0.00], [-0.01, -0.01, 0.01], [0.00, 0.00, 0.03], [-0.01, -0.01, 0.00], [0.00, 0.01, 0.00], [-0.01, -0.02, -0.01], [-0.02, -0.01, 0.00], [0.03, 0.00, -0.02], [-0.01, 0.00, 0.01], [-0.05, 0.00, 0.01], [0.01, 0.00, 0.01], [-0.04, -0.01, 0.03], [0.05, -0.10, -0.01], [0.00, 0.12, 0.05], [0.05, -0.02, 0.02], [-0.21, 0.38, 0.38], [0.04, 0.15, -0.03], [0.21, 0.01, -0.25], [0.05, -0.02, 0.01], [-0.11, -0.02, -0.03], [0.12, -0.02, -0.02], [-0.21, -0.08, 0.10], [0.47, 0.35, 0.11], [0.00, 0.00, 0.01], [0.01, 0.00, 0.00], [0.00, 0.00, 0.00], [0.02, 0.02, -0.04], [-0.02, 0.01, 0.00], [0.04, -0.06, 0.02], [0.00, 0.00, 0.00], [0.01, 0.00, 0.00], [-0.01, 0.01, 0.00], [0.02, 0.01, -0.02], [0.06, 0.03, -0.01], [-0.03, 0.00, 0.01], [0.00, 0.00, -0.01], [-0.11, -0.05, -0.20], [0.02, -0.01, 0.02], [0.01, 0.01, -0.01], [-0.03, 0.00, -0.01], [0.02, 0.01, 0.03], [-0.01, -0.01, -0.01], [0.01, 0.00, 0.00], [-0.01, -0.01, 0.00], [-0.02, 0.01, 0.00], [-0.01, 0.00, 0.00], [0.02, 0.00, 0.03], [-0.02, -0.01, -0.01], [0.00, 0.01, -0.02], [0.02, -0.02, 0.05], [0.00, -0.01, -0.01], [0.00, 0.00, 0.00], [0.00, 0.00, 0.00], [-0.01, 0.00, 0.00], [0.00, 0.00, -0.01]]}